Record 1
The following is a DFT calculation (ωB97M-V/def2-TZVPD) of an isolated ion of composition C4H11N2S and charge -1 in a non-equilibrium geometry.

Each line ends with the Mulliken charge.
CARTESIAN COORDINATES (ANGSTROEM)
N 1.366 1.302 0.571  -0.7365
C 0.718 0.613 1.649  -0.3478
N 0.509 -0.867 1.279  -0.5125
C -0.528 -1.156 0.335  -0.5301
C -0.172 -0.899 -1.090  -0.7482
C -1.025 0.380 -1.464  -0.8886
S -0.226 1.840 -2.331  -0.6502
H 1.064 0.823 -0.390  0.0995
H 0.797 2.115 0.185  0.3737
H -0.275 1.071 2.017  0.2601
H 1.490 0.459 2.443  0.3321
H 1.418 -1.154 1.111  0.2616
H -1.438 -0.657 0.727  0.4065
H -0.806 -2.181 0.607  0.3155
H 0.895 -0.828 -1.179  0.5792
H -0.504 -1.833 -1.651  0.3146
H -1.484 0.888 -0.612  0.2460
H -1.799 0.083 -2.205  0.2251

structure (SMILES) = NCNCCC[S-]
molecular weight = 119.2 g mol⁻¹
gap between HOMO and LUMO = 6.578 eV
energy above the lowest of the compared OMol25 structures with the same formula, charge and spin = 53.3 kcal per mole
charge = -1


Record 2
The following is a DFT calculation (ωB97M-V/def2-TZVPD) of C14H56F3N28O14Y as an isolated structure in a non-equilibrium geometry.

Each line ends with the Mulliken charge.
CARTESIAN COORDINATES (ANGSTROEM)
Y 0.162 0.173 -0.601  0.4176
F -1.523 -0.301 0.891  -0.1377
F 1.727 0.123 1.198  0.8701
F 1.419 -0.621 -2.598  -0.7896
C 3.978 0.914 -5.811  0.5816
O 3.128 1.194 -6.633  -0.6570
N 5.320 0.804 -6.071  -0.4399
N 3.716 0.551 -4.566  -0.2501
H 5.879 0.858 -5.232  0.1840
H 5.661 1.203 -6.934  0.2593
H 4.508 0.133 -4.097  0.0954
H 2.843 0.257 -4.153  0.1504
C 4.890 -1.498 0.591  0.4050
O 5.920 -2.230 0.693  -0.7920
N 4.173 -1.101 1.608  -0.0425
N 4.318 -1.102 -0.544  0.0768
H 4.313 -1.444 2.548  0.3168
H 3.274 -0.667 1.452  -0.1259
H 4.894 -1.262 -1.358  0.1313
H 3.584 -0.415 -0.644  -0.0080
C -2.088 -2.156 -2.106  -0.2822
O -1.390 -1.319 -1.725  0.7102
N -2.427 -2.443 -3.316  -0.4313
N -2.781 -2.918 -1.292  -0.1403
H -2.959 -3.271 -3.542  0.1604
H -1.717 -2.054 -3.920  0.3188
H -3.315 -3.728 -1.575  0.1590
H -2.583 -2.837 -0.305  -0.0217
C -0.321 3.008 1.408  0.2544
O -0.376 2.352 0.440  -0.0797
N -0.976 4.013 1.711  -0.3773
N 0.669 2.922 2.226  0.0332
H -0.723 4.577 2.510  0.1340
H -1.878 4.050 1.258  0.3210
H 0.600 3.421 3.102  0.1885
H 1.240 2.093 2.148  -0.7158
C -4.331 -2.810 2.223  0.5713
O -5.151 -3.585 2.540  -0.7009
N -3.080 -2.694 2.677  -0.1668
N -4.350 -2.158 1.174  -0.0028
H -2.772 -3.406 3.323  0.1564
H -2.582 -1.869 2.375  0.0813
H -3.574 -1.547 0.965  -0.3907
H -5.322 -2.035 0.931  0.1536
C -1.461 1.965 -3.037  -0.0085
O -1.208 1.507 -1.951  0.0997
N -1.747 1.348 -4.164  -0.3495
N -1.099 3.246 -3.355  -0.4079
H -2.319 1.857 -4.822  0.2707
H -2.038 0.408 -3.937  0.1300
H -0.542 3.749 -2.678  0.2173
H -1.038 3.638 -4.283  0.1844
C 1.041 -4.021 -3.881  0.6375
O 0.995 -5.122 -4.292  -0.7401
N 0.569 -2.985 -4.427  -0.2534
N 1.586 -3.651 -2.801  -0.1801
H 0.015 -3.146 -5.256  0.1905
H 0.662 -2.085 -3.979  0.0764
H 1.443 -2.701 -2.491  -0.0620
H 2.044 -4.406 -2.310  0.1549
C 0.113 -3.248 0.761  0.1456
O 0.522 -2.330 0.018  -0.2131
N 0.382 -3.300 2.067  -0.3426
N -0.549 -4.269 0.342  -0.2923
H -0.029 -3.997 2.672  0.1620
H 1.144 -2.724 2.393  0.0445
H -0.702 -4.991 1.032  0.1287
H -0.761 -4.479 -0.623  0.3075
C 2.173 -1.380 4.469  0.5374
O 3.270 -1.791 4.102  -0.8011
N 1.630 -1.714 5.573  -0.3848
N 1.249 -0.733 3.857  0.2041
H 0.758 -1.330 5.907  0.1941
H 2.054 -2.546 5.959  0.2371
H 0.390 -0.511 4.339  0.7314
H 1.452 -0.496 2.896  -0.9900
C -4.873 1.738 1.674  0.6379
O -4.905 1.817 0.488  -0.7428
N -5.817 2.297 2.390  -0.4297
N -3.788 1.259 2.261  -0.1348
H -6.597 2.792 1.982  0.2522
H -5.747 2.230 3.395  0.1359
H -3.053 1.054 1.600  -0.1648
H -3.769 1.640 3.196  0.1823
C 2.229 2.846 -1.833  -0.1794
O 1.537 1.928 -1.423  0.7528
N 2.530 3.865 -1.112  -0.3305
N 2.756 2.734 -2.959  -0.2372
H 1.997 3.877 -0.254  0.0613
H 2.906 4.641 -1.639  0.1550
H 2.512 1.878 -3.438  0.0011
H 3.117 3.547 -3.438  0.1873
C 4.023 2.451 1.784  0.3243
O 3.873 3.705 1.842  -0.7562
N 4.016 1.819 0.676  0.0638
N 4.181 1.670 2.753  -0.2540
H 3.659 0.875 0.698  -0.8706
H 4.019 2.378 -0.166  0.2447
H 3.697 1.926 3.601  0.1961
H 4.397 0.757 2.380  0.5378
C -0.744 1.006 5.581  0.8823
O -0.941 -0.191 5.595  -0.7817
N -0.023 1.711 4.790  -0.0749
N -1.301 1.918 6.343  -0.4893
H 0.142 2.671 5.058  0.2321
H 0.637 1.220 4.205  0.0876
H -1.246 2.921 6.234  0.1566
H -1.782 1.483 7.117  0.2571
C -4.809 0.581 -2.667  0.6086
O -5.204 1.686 -2.885  -0.7211
N -4.993 0.036 -1.504  -0.3300
N -4.344 -0.266 -3.557  -0.2064
H -4.639 -0.895 -1.337  0.1657
H -4.965 0.728 -0.770  0.3823
H -4.011 -1.161 -3.230  0.1475
H -4.671 -0.107 -4.500  0.2448

molecular weight = 986.7 g mol⁻¹
gap between HOMO and LUMO = 8.233 eV


Record 3
The following is a DFT calculation (ωB97M-V/def2-TZVPD) of C8H16Cl15O4PSi as an isolated structure in a non-equilibrium geometry.

Each line ends with the Mulliken charge.
CARTESIAN COORDINATES (ANGSTROEM)
C 0.051 -3.029 1.702  -1.1448
Si -0.660 -1.548 0.809  0.8280
C -0.904 -1.993 -1.001  -0.7227
C 0.547 -0.134 0.909  -1.0750
O -2.087 -0.985 1.557  -0.3738
P -3.480 -1.693 1.372  0.8533
O -4.341 -1.669 2.556  -0.7141
O -4.159 -0.934 0.135  -0.3465
O -3.212 -3.197 0.922  -0.4305
H -0.395 -3.173 2.684  0.3293
H -0.113 -3.947 1.141  0.3410
H 1.125 -2.890 1.807  0.3548
H -0.276 -2.858 -1.213  0.3308
H -1.924 -2.182 -1.328  -0.0419
H -0.537 -1.185 -1.631  0.2696
H 0.564 0.228 1.934  0.1935
H 0.212 0.691 0.283  0.3689
H 1.535 -0.460 0.597  0.3538
H -5.090 -1.181 0.209  0.3145
H -2.877 -3.269 0.021  0.3317
C 3.319 3.172 1.174  0.1485
Cl 2.469 2.323 2.467  -0.1209
Cl 4.967 3.572 1.653  -0.0569
Cl 3.319 2.224 -0.313  -0.1143
H 2.794 4.096 0.985  0.1399
C 3.445 5.782 -2.948  0.0609
Cl 3.799 4.220 -3.682  -0.1160
Cl 2.420 6.756 -3.997  -0.1177
Cl 2.696 5.574 -1.361  -0.1058
H 4.379 6.307 -2.806  0.2781
C 9.188 3.753 1.595  0.0745
Cl 10.476 4.608 0.748  -0.1230
Cl 7.979 4.886 2.205  -0.1272
Cl 8.446 2.541 0.553  -0.1072
H 9.625 3.244 2.443  0.2816
C -4.138 -0.308 -3.334  0.1548
Cl -2.463 0.234 -3.398  -0.1183
Cl -4.996 0.144 -4.805  -0.1310
Cl -4.242 -2.052 -3.067  -0.1302
H -4.617 0.183 -2.497  0.2223
C -6.529 -5.140 1.085  0.0641
Cl -8.279 -5.260 1.243  -0.1307
Cl -5.823 -6.703 0.676  -0.1286
Cl -6.089 -3.927 -0.119  -0.0804
H -6.121 -4.821 2.035  0.2633

molecular weight = 767.1 g mol⁻¹
gap between HOMO and LUMO = 10.949 eV


Record 4
The following is a DFT calculation (ωB97M-V/def2-TZVPD) of one molecule with the formula C22H33N3O6S.

Each line ends with the Mulliken charge.
CARTESIAN COORDINATES (ANGSTROEM)
C -1.425 -1.992 4.923  -1.7603
C -1.688 -1.338 3.570  0.8176
C -2.805 -2.061 2.814  -0.9142
C -3.030 -1.410 1.453  -0.4489
N -1.793 -1.442 0.701  0.2108
S -1.919 -1.173 -0.937  1.3295
O -1.755 0.221 -1.276  -0.7568
O -3.109 -1.827 -1.396  -0.8111
C -0.481 -2.049 -1.531  -0.8376
C -0.426 -3.426 -1.462  -0.4798
C 0.712 -4.072 -1.913  -1.1004
C 1.773 -3.340 -2.435  0.4270
C 1.694 -1.942 -2.533  0.6689
C 0.555 -1.306 -2.061  0.1476
N 2.726 -1.245 -3.166  0.1150
C 2.599 0.175 -3.396  -1.4668
C 2.713 0.935 -2.065  0.6437
O 3.091 0.397 -1.048  -0.6578
N 2.393 2.239 -2.160  -0.0395
C 2.512 3.157 -1.047  -0.9853
C 1.161 3.618 -0.504  -0.7749
C 0.355 2.463 0.118  -0.0493
O -0.463 2.887 1.184  -0.4393
C -1.642 3.604 0.825  0.8569
C -1.912 4.614 1.938  -1.5716
C -2.829 2.657 0.643  -1.1194
C 3.917 -1.843 -3.452  0.7355
O 4.809 -1.281 -4.046  -0.6450
C 4.059 -3.264 -2.930  -0.4553
O 2.864 -4.015 -2.885  -0.5306
C -0.720 -0.712 1.342  0.3269
C -0.428 -1.339 2.702  -1.5718
H -1.117 -3.026 4.793  0.3542
H -0.638 -1.463 5.455  0.4167
H -2.324 -1.976 5.536  0.4224
H -1.993 -0.299 3.734  0.1628
H -3.734 -2.030 3.386  0.3905
H -2.525 -3.106 2.668  0.3021
H -3.772 -1.950 0.865  0.4765
H -3.375 -0.374 1.588  0.0904
H -1.264 -3.969 -1.060  0.5098
H 0.803 -5.145 -1.878  0.4730
H 0.435 -0.237 -2.090  0.5629
H 1.659 0.396 -3.908  0.4202
H 3.442 0.461 -4.034  0.5499
H 2.040 2.606 -3.029  0.2681
H 3.067 2.630 -0.269  0.3920
H 3.094 4.026 -1.374  0.3843
H 0.593 4.102 -1.302  0.3341
H 1.346 4.356 0.279  0.3410
H 1.049 1.750 0.572  0.3592
H -0.237 1.938 -0.642  0.2166
H -1.470 4.145 -0.116  0.2081
H -1.076 5.302 2.034  0.3802
H -2.815 5.179 1.722  0.4030
H -2.035 4.090 2.882  0.3196
H -2.597 1.893 -0.096  0.1433
H -3.060 2.174 1.590  0.1613
H -3.701 3.212 0.309  0.5331
H 4.495 -3.188 -1.920  0.2234
H 4.752 -3.815 -3.568  0.3231
H 0.155 -0.774 0.691  0.4747
H -0.986 0.346 1.467  -0.1941
H -0.090 -2.367 2.556  0.3361
H 0.370 -0.778 3.190  0.3975

structure (SMILES) = CC1CCN(S(=O)(=O)c2ccc3c(c2)N(CC(=O)NCCCOC(C)C)C(=O)CO3)CC1
molecular weight = 467.6 g mol⁻¹
gap between HOMO and LUMO = 9.187 eV
energy above the lowest of the compared OMol25 structures with the same formula, charge and spin = 14.7 kcal per mole